Record 1
This record from OMol25 describes a gas-phase ion, C5H12N2 (charge +2) at a distorted geometry. The level of theory is ωB97M-V/def2-TZVPD.

F_max: 0.05699 hartree/bohr
energy above the lowest of the compared OMol25 structures with the same formula, charge and spin: 10.9 kcal/mol

```
! wB97M-V def2-TZVPD RIJCOSX def2/J DEFGRID3
* xyz 2 1
C 2.3209 -3.0054 0.2448
N 1.2401 -2.3143 0.3443
C 1.1162 -0.9456 -0.0025
C -0.1038 -0.4849 -0.2872
C -0.4503 0.7951 -1.0062
C -1.6982 1.5367 -0.3513
N -1.2898 2.4048 0.8043
H 2.4145 -4.0329 0.5790
H 3.1811 -2.4244 -0.0986
H 0.3694 -2.8352 0.4647
H 2.0765 -0.4436 0.0753
H -0.9716 -1.1158 -0.0646
H 0.4689 1.4419 -0.9084
H -0.6165 0.7762 -2.0960
H -2.2789 0.6928 0.0195
H -2.3138 2.1708 -0.9808
H -0.7210 1.9081 1.4994
H -2.0806 2.7660 1.3508
H -0.6630 3.1096 0.4135
*
```

Results of the Löwdin charge analysis, in e, for atoms 1 through 5: 0.24 0.04 -0.05 -0.05 -0.13

***

Record 2
This record from OMol25 describes 2 unconnected molecules or ions with the total composition C3H7O2S at a distorted geometry. The level of theory is ωB97M-V/def2-TZVPD.

F_max: 0.03253 hartree/bohr
energy above the lowest of the compared OMol25 structures with the same formula, charge and spin: 32.5 kcal/mol

```
! wB97M-V def2-TZVPD RIJCOSX def2/J DEFGRID3
* xyz -1 1
O 0.2626 1.0981 -2.1711
C 1.0255 0.4405 -1.5036
C 1.5060 0.8580 -0.1761
C 0.4061 0.5661 0.9453
S -0.0958 -1.1287 1.3307
H 1.4998 -0.4126 -2.0268
H 1.6629 1.9385 -0.1607
H 2.4374 0.3954 0.1329
H -0.3604 1.3109 0.7239
H 0.9641 0.7160 1.8667
H -3.8556 -1.6679 0.3962
H -2.3025 -1.8117 0.3265
O -3.1502 -2.3027 0.3160
*
```

Results of the Löwdin charge analysis, in e, for atoms 1 through 5: 0.01 -0.32 -0.25 -0.76 0.21